[1]
Density functional theory data (ωB97M-V with the def2-TZVPD basis set) for a single C3H4FN molecule.

The geometry in ORCA input format:
```
! wB97M-V def2-TZVPD RIJCOSX def2/J DEFGRID3
* xyz 0 1
N 2.195 0.480 -2.153
C 1.317 0.666 -1.439
C -0.041 0.807 -0.308
C -0.042 -0.534 0.401
F -1.312 -0.907 0.835
H 0.176 1.506 0.537
H -0.823 1.115 -1.083
H 0.605 -0.554 1.292
H 0.283 -1.502 -0.129
*
```

Computed properties:
- Structure (SMILES): N#CCCF
- Total energy: -7381.39689 eV
- Gap between HOMO and LUMO: 12.76 eV
- Highest occupied orbital energy: -12.15 eV
- Relative energy (zero: lowest compared OMol25 entry of this formula, charge and spin): 26.3 kcal/mol
- F_max: 4.47 eV Å⁻¹
- Lowest unoccupied orbital energy: 0.60 eV

=====

[2]
Density functional theory data (ωB97M-V with the def2-TZVPD basis set) for a molecular structure, C3H7N3O.

The geometry in ORCA input format:
```
! wB97M-V def2-TZVPD RIJCOSX def2/J DEFGRID3
* xyz 0 1
C 1.201 0.693 0.645
C 0.604 -0.395 0.074
N -0.240 1.760 0.214
N 0.654 -1.744 0.546
N -1.212 -0.319 -1.533
C -0.821 -0.053 -0.262
O 2.012 1.036 1.468
H 0.060 2.138 -0.674
H -0.271 2.340 1.041
H 0.399 -1.804 1.528
H 1.567 -2.161 0.412
H -1.812 -1.122 -1.683
H -0.542 -0.083 -2.257
H -1.597 -0.286 0.479
*
```

Computed properties:
- Total energy: -9738.83209 eV
- Gap between HOMO and LUMO: 8.49 eV
- Highest occupied orbital energy: -7.59 eV
- Relative energy (zero: lowest compared OMol25 entry of this formula, charge and spin): 96.9 kcal/mol
- F_max: 3.23 eV Å⁻¹
- Lowest unoccupied orbital energy: 0.90 eV

=====

[3]
Density functional theory data (ωB97M-V with the def2-TZVPD basis set) for a molecular structure, C4H4INO.

The geometry in ORCA input format:
```
! wB97M-V def2-TZVPD RIJCOSX def2/J DEFGRID3
* xyz 0 1
C -0.704 0.881 0.865
C 0.377 1.241 -0.030
C -1.073 -0.409 0.856
C 0.873 0.224 -0.675
N -0.477 -1.104 -0.136
O 1.754 -0.371 -1.410
I -0.002 -3.060 -0.165
H -1.060 1.692 1.601
H 0.705 2.350 0.047
H -1.962 -0.751 1.343
H 1.568 -0.691 -2.295
*
```

Computed properties:
- Total energy: -15846.94983 eV
- Gap between HOMO and LUMO: 7.64 eV
- Highest occupied orbital energy: -7.61 eV
- Relative energy (zero: lowest compared OMol25 entry of this formula, charge and spin): 52.3 kcal/mol
- F_max: 4.97 eV Å⁻¹
- Lowest unoccupied orbital energy: 0.02 eV

=====

[4]
Density functional theory data (ωB97M-V with the def2-TZVPD basis set) for 4 unconnected molecules or ions with the total composition C34H32O17.

The geometry in ORCA input format:
```
! wB97M-V def2-TZVPD RIJCOSX def2/J DEFGRID3
* xyz 0 1
C 1.581 0.321 2.688
C 1.564 0.784 1.095
C 3.188 0.632 0.727
C 4.102 1.843 1.349
C 5.711 1.732 0.946
C 6.488 2.984 1.733
O 7.444 2.496 2.767
O 1.274 2.187 0.759
C 1.242 2.211 -0.742
O 1.508 3.282 -1.540
O 0.915 0.811 -1.169
C 0.532 0.040 0.061
C -1.077 0.337 0.130
C -1.682 0.589 1.631
O -1.590 -0.229 2.682
C -2.550 2.002 1.848
C -4.220 1.993 1.768
C -5.055 3.432 1.940
C -4.166 4.807 2.185
C -2.524 4.824 2.313
C -1.734 3.396 2.141
H 2.649 0.298 3.165
H 0.786 0.942 3.280
H 1.196 -0.806 2.687
H 3.530 -0.367 1.285
H 3.384 0.442 -0.411
H 4.077 1.823 2.542
H 3.768 2.925 1.025
H 6.201 0.724 1.317
H 5.915 1.914 -0.202
H 7.038 3.704 0.992
H 5.660 3.638 2.281
H 8.057 1.878 2.257
H 0.649 -1.132 -0.013
H -1.394 1.218 -0.573
H -1.613 -0.644 -0.289
H -4.846 0.992 1.591
H -6.239 3.492 1.866
H -4.716 5.850 2.276
H -1.888 5.811 2.490
H -0.565 3.326 2.220
O -0.005 0.267 -7.492
C -0.635 0.468 -6.460
C -1.877 1.257 -6.440
C -2.531 1.472 -5.297
O -3.700 2.210 -5.271
C -2.029 0.927 -4.005
O -2.642 1.157 -2.968
C -0.801 0.118 -4.028
C -0.149 -0.100 -5.172
O 1.005 -0.861 -5.202
H -2.229 1.649 -7.386
H -3.979 2.224 -4.330
H -0.458 -0.287 -3.084
H 1.287 -0.870 -6.142
O -6.571 0.106 3.063
C -6.214 -1.001 3.449
C -4.796 -1.381 3.544
C -4.443 -2.601 3.953
O -3.112 -2.964 4.047
C -5.464 -3.619 4.323
O -5.109 -4.738 4.677
C -6.881 -3.232 4.251
C -7.235 -2.011 3.845
O -8.565 -1.638 3.778
H -4.064 -0.632 3.270
H -3.117 -3.894 4.363
H -7.613 -3.976 4.540
H -8.560 -0.711 3.456
O 2.169 -3.278 -4.292
C 3.074 -3.559 -3.515
C 3.348 -4.943 -3.096
C 4.331 -5.213 -2.234
O 4.596 -6.511 -1.838
C 5.180 -4.130 -1.665
O 6.064 -4.407 -0.862
C 4.922 -2.749 -2.103
C 3.941 -2.479 -2.967
O 3.695 -1.185 -3.384
H 2.722 -5.719 -3.515
H 5.350 -6.444 -1.213
H 5.558 -1.974 -1.695
H 2.937 -1.251 -4.005
*
```

Computed properties:
- Structure (SMILES): C[C@]1(CCCCO)OC(=O)O[C@@H]1CC(=O)c1ccccc1.O=C1C=C(O)C(=O)C=C1O.O=C1C=C(O)C(=O)C=C1O.O=C1C=C(O)C(=O)C=C1O
- Total energy: -70567.74500 eV
- Gap between HOMO and LUMO: 6.96 eV
- Highest occupied orbital energy: -8.74 eV
- F_max: 10.21 eV Å⁻¹
- Lowest unoccupied orbital energy: -1.77 eV